The molecule C8H15N5OS in a non-equilibrium geometry, computed with ωB97M-V/def2-TZVPD.

Properties
- Expectation value of S²: 2.008
- Spin multiplicity: 3
- Orbital gap (spin up / spin down): 0.2117 / 0.2238 Eh
- LUMO (spin up / spin down): 0.5288 / -3.2253 eV
- Highest occupied orbital energy (spin up / spin down): -5.23 / -9.32 eV

Atoms and positions in Å:
C  -0.999  1.156  0.519
C  0.733  -0.762  1.117
C  1.124  1.057  -2.215
C  -4.104  -0.935  -0.341
C  3.286  1.441  0.335
C  0.838  0.044  -1.174
C  -2.656  -0.562  -0.571
C  0.582  0.453  0.242
N  -1.274  2.296  1.070
N  -2.582  2.486  1.043
N  -3.173  1.447  0.510
N  -2.234  0.602  0.179
N  1.379  -0.649  2.363
O  0.233  -1.850  0.889
S  1.580  1.787  0.971
H  1.932  1.791  -1.928
H  1.453  0.606  -3.093
H  0.271  1.553  -2.440
H  -4.359  -1.529  0.493
H  -4.479  -1.621  -1.180
H  -4.693  0.003  -0.484
H  3.487  1.223  -0.692
H  3.687  0.513  0.724
H  3.777  2.345  0.785
H  1.482  -0.922  -1.270
H  -0.079  -0.493  -1.514
H  -2.539  -0.272  -1.553
H  -1.969  -1.451  -0.492
H  1.676  0.306  2.689
H  1.155  -1.399  2.946